Entry 1:
DFT (wB97M-V/def2-TZVPD) results for a 12-piece molecular cluster, C14H52N4O12 overall in a non-equilibrium geometry.

Structure (XYZ):
```
82
Properties=species:S:1:pos:R:3:forces:R:3:lowdin_charge:R:1
N -11.325 17.933 8.483 0.10 3.82 0.05 0.1818
C -11.244 16.653 8.253 -0.18 -2.89 1.37 -0.6974
N -11.286 16.336 6.963 0.26 0.45 -0.96 0.2016
O -11.208 15.843 9.190 -0.07 -0.52 -0.01 -0.0019
H -11.293 18.345 9.404 0.09 -0.43 -0.19 0.1287
H -11.125 18.539 7.699 -0.19 0.31 0.49 0.1127
H -11.252 17.166 6.390 -0.14 -0.93 -0.76 0.1154
H -11.252 15.394 6.601 -0.04 0.10 0.00 0.0832
N -14.411 11.434 3.989 -0.98 3.52 -1.47 0.1659
C -13.671 10.380 4.236 1.17 -1.45 -2.46 -0.7798
N -14.142 9.683 5.216 -1.03 -1.69 3.35 0.1878
O -12.788 9.966 3.490 0.64 0.40 -0.07 0.0131
H -15.116 11.782 4.622 0.35 0.04 -0.35 0.1053
H -14.100 11.999 3.212 -0.24 0.18 0.37 0.1186
H -13.824 8.733 5.338 -0.03 0.08 0.62 0.0806
H -14.896 10.103 5.742 0.31 -0.90 0.02 0.0762
C -9.433 13.552 6.323 1.09 0.61 -0.54 -0.0567
C -10.449 12.609 5.672 1.61 -0.45 2.03 -0.5025
C -10.362 11.275 6.377 1.17 -1.15 -0.20 -0.0474
O -11.687 13.105 5.887 -3.35 1.93 -0.72 -0.0531
H -9.519 14.592 6.007 -0.19 -0.03 -0.60 0.0571
H -8.409 13.283 6.065 0.12 -0.18 0.08 0.0809
H -9.474 13.658 7.407 -0.35 -0.69 0.17 0.0813
H -10.287 12.522 4.597 0.00 -0.05 0.02 0.1483
H -9.377 10.882 6.125 -0.03 -0.64 -0.17 0.0854
H -11.154 10.571 6.123 0.06 0.05 -0.52 0.0682
H -10.341 11.284 7.467 -0.19 0.78 0.07 0.0669
H -11.937 13.057 6.812 0.24 -0.29 0.52 0.0536
C -14.048 13.682 8.774 -0.30 -0.81 1.49 -0.0502
C -13.135 12.580 9.385 -0.55 0.65 -2.31 -0.3711
C -13.606 11.189 8.795 0.95 0.67 1.14 -0.0301
O -11.784 12.928 8.985 -0.25 -1.47 -0.62 -0.1053
H -13.743 14.650 9.173 0.09 0.17 -0.53 0.0614
H -15.060 13.539 9.152 -0.19 -0.03 0.10 0.0658
H -14.130 13.601 7.690 0.51 0.25 -0.02 0.0738
H -13.145 12.588 10.475 -0.35 -0.22 0.00 0.1394
H -14.580 10.955 9.225 0.12 -0.08 0.24 0.0689
H -12.879 10.429 9.081 -0.11 -0.21 0.17 0.0600
H -13.731 11.070 7.719 0.31 0.75 -0.18 0.0540
H -11.605 13.865 9.100 -0.17 0.70 0.30 0.0460
C -10.790 7.156 5.144 -0.09 -0.63 0.42 -0.0338
C -11.864 6.572 6.102 1.80 0.91 0.85 -0.4794
C -11.671 7.076 7.533 0.58 0.27 0.08 -0.0530
O -13.123 7.020 5.720 -1.33 -0.01 -0.60 -0.0685
H -9.775 7.127 5.542 -0.06 -0.18 0.33 0.0732
H -11.004 8.205 4.936 -0.21 -0.09 -0.24 0.0678
H -10.747 6.547 4.242 -0.19 0.32 -0.31 0.0751
H -11.856 5.483 6.127 0.22 -0.17 -0.20 0.1314
H -11.972 8.118 7.643 -0.61 -0.02 -0.18 0.0710
H -10.616 7.164 7.793 0.19 -0.61 -0.03 0.0728
H -12.176 6.438 8.258 -0.09 0.17 0.02 0.0779
H -13.251 6.759 4.805 -0.19 -0.07 -0.26 0.1053
C -16.120 18.470 6.986 0.22 -0.37 0.30 -0.0503
C -15.318 17.678 5.961 1.23 0.25 1.46 -0.5412
C -14.668 16.398 6.560 0.04 1.24 -0.50 -0.0431
O -15.987 17.319 4.827 -1.39 -0.97 -1.61 -0.0272
H -16.768 17.795 7.545 -0.12 0.17 0.12 0.0813
H -16.702 19.306 6.598 -0.04 -0.14 -0.37 0.0745
H -15.382 18.915 7.653 -0.14 -0.08 0.36 0.0771
H -14.500 18.336 5.668 0.52 0.15 -0.04 0.1213
H -13.940 16.718 7.306 -0.19 -0.15 0.26 0.0574
H -14.082 15.944 5.761 -0.17 -0.32 0.02 0.0767
H -15.381 15.698 6.993 -0.03 0.11 -0.10 0.0769
H -16.351 18.083 4.373 -0.01 0.11 0.11 0.0968
O -10.003 11.271 10.474 0.59 0.22 0.10 -0.0716
H -10.372 11.816 9.779 -0.27 0.42 -0.19 -0.0218
H -10.632 10.557 10.579 -0.09 -0.42 0.17 -0.0350
O -15.596 16.211 10.981 -0.87 0.07 -0.24 -0.0678
H -15.718 15.510 11.621 0.11 -0.17 0.11 0.0160
H -14.646 16.298 10.899 0.63 0.06 0.18 -0.0289
O -16.166 9.232 7.708 0.19 -0.19 -0.08 -0.0415
H -16.958 9.273 8.244 -0.24 -0.04 0.17 0.0407
H -16.143 10.071 7.249 -0.11 0.23 0.06 0.0081
O -11.085 8.845 11.017 -0.20 -0.10 0.16 -0.0335
H -10.565 8.188 10.554 0.27 -0.12 -0.16 0.0512
H -11.983 8.516 10.972 -0.31 -0.08 0.03 0.0508
O -17.402 13.203 11.065 0.11 -0.29 0.17 -0.0523
H -17.606 14.075 11.404 -0.10 0.25 0.04 0.0240
H -17.583 13.261 10.127 -0.02 0.07 -0.24 0.0277
O -12.841 16.421 11.431 -0.31 0.26 0.33 -0.0441
H -12.113 16.391 10.810 0.51 -0.34 -0.75 -0.0060
H -12.469 16.103 12.253 -0.03 -0.08 0.26 0.0571
```
Forces are in eV/Å.

Calculated values
**Kohn-Sham gap**: 9.57 eV
**Relative energy (zero: lowest compared OMol25 entry of this formula, charge and spin)**: 0.0 kcal/mol
**SMILES string**: NC(N)=O.NC(N)=O.CC(C)O.CC(C)O.CC(C)O.CC(C)O.O.O.O.O.O.O
**E_tot**: -1686.539228 Eh
**LUMO level**: 0.11 eV
**HOMO level**: -9.459 eV
**Total charge**: 0


Entry 2:
DFT (wB97M-V/def2-TZVPD) results for one molecule with the formula C7H12.

Structure (XYZ):
```
19
Properties=species:S:1:pos:R:3:forces:R:3:lowdin_charge:R:1
C 3.795 -0.625 1.215 0.07 -0.03 0.09 -0.1162
C 2.669 -0.291 0.343 -0.45 0.11 -0.21 -0.0897
C 1.702 -0.076 -0.344 0.42 -0.13 0.28 -0.0518
C 0.474 0.105 -1.125 0.02 -0.01 -0.04 -0.2107
C -0.715 0.617 -0.276 -0.01 0.04 0.04 -0.2235
C -2.000 -0.153 -0.572 0.00 -0.04 -0.05 -0.2905
C -3.189 0.350 0.240 -0.05 0.02 0.02 -0.1227
H 4.121 0.229 1.821 -0.09 -0.10 -0.19 0.0743
H 4.651 -0.978 0.630 -0.11 0.06 0.10 0.0739
H 3.499 -1.421 1.905 0.10 0.08 -0.10 0.0753
H 0.208 -0.869 -1.560 0.06 0.18 0.07 0.1114
H 0.672 0.774 -1.972 -0.09 -0.11 0.16 0.1130
H -0.481 0.516 0.791 0.02 -0.01 -0.19 0.1118
H -0.876 1.688 -0.454 0.05 -0.14 0.01 0.1127
H -1.823 -1.215 -0.353 -0.05 0.13 -0.03 0.1100
H -2.224 -0.094 -1.646 0.01 0.01 0.14 0.1101
H -2.985 0.287 1.316 -0.02 0.00 -0.16 0.0730
H -3.413 1.397 0.007 0.03 -0.15 0.03 0.0720
H -4.087 -0.241 0.035 0.10 0.09 0.03 0.0677
```
Forces are in eV/Å.

Calculated values
**Kohn-Sham gap**: 10.40 eV
**Relative energy (zero: lowest compared OMol25 entry of this formula, charge and spin)**: 31.8 kcal/mol
**SMILES string**: CC#CCCCC
**E_tot**: -273.857863 Eh
**LUMO level**: 1.10 eV
**HOMO level**: -9.303 eV
**Total charge**: 0


Entry 3:
DFT (wB97M-V/def2-TZVPD) results for a 2-piece molecular cluster, C9H14 overall in a non-equilibrium geometry.

Structure (XYZ):
```
23
Properties=species:S:1:pos:R:3:forces:R:3:lowdin_charge:R:1
C 2.520 1.146 -2.925 2.28 -0.58 0.33 -0.1188
C 0.085 0.200 0.485 1.86 -0.53 -0.65 -0.1788
C 1.316 -0.434 0.267 -1.66 -0.30 2.53 -0.1709
C -0.279 1.218 -0.380 -0.74 0.67 -0.40 -0.2056
C 2.114 -0.124 -0.826 -2.99 2.02 0.18 -0.1575
C 0.560 1.622 -1.466 0.66 -0.16 0.88 -0.1413
C 1.753 0.945 -1.641 -1.13 0.51 -1.81 -0.3693
H -0.537 -0.114 1.296 -0.05 0.16 0.41 0.0269
H 1.644 -1.069 1.107 0.04 -0.18 -0.71 0.0692
H -1.031 1.912 -0.091 -0.91 0.21 0.16 0.0415
H 2.959 -0.590 -1.004 4.19 -2.32 -0.78 0.0119
H 0.250 2.491 -2.040 0.27 -0.22 -0.27 0.0732
H 3.601 0.781 -2.717 -1.33 0.90 -0.45 0.0799
H 2.542 2.196 -3.270 -0.02 -0.44 0.11 0.0563
H 2.216 0.479 -3.755 -0.33 0.34 0.37 0.0576
C -1.963 -1.885 2.285 -2.04 -1.31 3.84 -0.2003
C -2.944 -0.797 1.886 3.49 2.22 -2.91 -0.2166
H -1.060 -1.691 2.871 0.06 1.10 -0.57 0.0464
H -2.587 -2.336 3.214 1.41 -0.39 -2.25 0.0955
H -1.656 -2.571 1.517 -0.41 -0.48 -0.21 0.0515
H -2.473 0.215 2.061 -0.60 -0.86 -0.32 0.0741
H -3.854 -0.771 2.335 -2.51 -0.42 1.78 0.0014
H -3.176 -0.823 0.791 0.44 0.06 0.74 0.0735
```
Forces are in eV/Å.

Calculated values
**Multiplicity**: 2
**Kohn-Sham gap (spin up / spin down)**: 2.64 / 7.43 eV
**Relative energy (zero: lowest compared OMol25 entry of this formula, charge and spin)**: 37.1 kcal/mol
**E_tot**: -351.220138 Eh
**LUMO level (spin up / spin down)**: 3.83 / 3.68 eV
**HOMO level (spin up / spin down)**: 1.189 / -3.749 eV
**Total charge**: -1


Entry 4:
DFT (wB97M-V/def2-TZVPD) results for one molecule with the formula C6H13N in a non-equilibrium geometry.

Structure (XYZ):
```
20
Properties=species:S:1:pos:R:3:forces:R:3:lowdin_charge:R:1
C 2.072 -2.196 1.250 0.17 -0.29 0.23 -0.0155
C 1.090 -1.372 0.911 0.17 -0.35 0.01 -0.1897
C 0.907 -0.797 -0.457 -1.51 -0.13 -0.48 -0.1590
C -0.335 0.155 -0.660 1.20 0.34 -0.13 -0.4039
C 0.203 1.456 -1.314 0.10 -1.05 0.23 -0.0651
N -1.023 0.421 0.583 -0.36 -0.14 -0.06 -0.1155
C -2.303 1.111 0.451 0.40 0.29 0.59 -0.1190
H 2.138 -2.641 2.238 -0.22 0.05 -0.06 0.0471
H 2.827 -2.550 0.557 0.16 0.39 -0.09 0.0551
H 0.241 -1.271 1.575 0.18 0.38 0.23 0.0893
H 0.670 -1.667 -1.062 0.20 -0.19 -0.42 0.1115
H 1.754 -0.311 -0.930 0.46 -0.16 0.41 0.1024
H -1.026 -0.339 -1.335 -0.30 -0.04 -0.04 0.1302
H 0.721 1.264 -2.253 -0.20 -0.17 -0.25 0.0721
H 1.006 1.758 -0.637 -0.37 0.79 0.03 0.0817
H -0.606 2.158 -1.498 0.28 0.39 0.23 0.0595
H -0.412 0.880 1.243 -0.01 0.14 -0.08 0.1050
H -3.128 0.412 0.544 -0.19 -0.11 -0.11 0.0707
H -2.385 1.842 1.258 -0.17 -0.11 0.06 0.0804
H -2.412 1.688 -0.464 0.01 -0.05 -0.29 0.0625
```
Forces are in eV/Å.

Calculated values
**Kohn-Sham gap**: 9.71 eV
**Relative energy (zero: lowest compared OMol25 entry of this formula, charge and spin)**: 30.8 kcal/mol
**SMILES string**: C=CC[C@H](C)NC
**E_tot**: -291.109742 Eh
**LUMO level**: 1.10 eV
**HOMO level**: -8.614 eV
**Total charge**: 0